--- A ---
Here is one molecule with the formula C7H10N2O2 from the Open Molecules 2025 dataset. Energies are from ωB97M-V/def2-TZVPD.

Positions of all 21 atoms, in Å:
C -2.55790 -0.71066 1.47817
C -1.87056 0.24263 0.71570
C -1.15910 -1.82722 0.29976
C 2.11657 0.83346 0.77606
C 2.03140 -0.54776 -0.02376
C 0.00035 0.07195 -0.97582
C -0.45371 1.10630 -1.87762
N -2.07186 -1.95955 1.23110
N -0.91781 -0.49488 -0.08142
O 1.06438 1.65026 0.43089
O 1.17888 -0.44171 -1.13885
H -2.98907 -0.42668 2.39298
H -1.74861 1.30387 0.55549
H -0.73125 -2.60581 -0.17596
H 1.93350 0.50145 1.80310
H 3.07174 1.37027 0.73992
H 2.92243 -0.67956 -0.52321
H 1.84848 -1.33270 0.76399
H -1.36155 1.59790 -1.49995
H -0.67102 0.58997 -2.82087
H 0.36472 1.75847 -2.06970

Computed properties:
Frontier orbital gap (alpha / beta) in eV: 7.619 / 7.620

---

--- B ---
Here is one molecule with the formula C7H10N2O2 from the Open Molecules 2025 dataset. Energies are from ωB97M-V/def2-TZVPD.

Positions of all 21 atoms, in Å:
C 1.95854 0.19816 -1.14969
C 0.64190 0.17357 -0.40704
C 0.04532 -1.05596 -0.32363
C -1.07298 -1.68426 0.33782
C -2.39535 -1.53112 0.37362
C -3.19246 -0.47876 -0.11236
N -2.60872 0.75470 -0.18576
O -3.17461 1.75211 -0.73043
O -1.35372 1.09074 0.58176
C 0.11992 1.51378 0.18390
N 0.72296 1.71412 1.42668
H 1.86969 1.00522 -1.93052
H 2.13815 -0.80375 -1.46357
H 2.66268 0.53365 -0.42317
H 0.74884 -1.76192 -0.97045
H -0.83044 -2.61389 0.82347
H -2.94466 -2.30031 0.84440
H -4.30810 -0.53565 -0.33896
H -0.11527 2.27472 -0.51134
H 0.84728 0.91351 2.01578
H 0.08021 2.34490 1.87867

Computed properties:
Frontier orbital gap (alpha / beta) in eV: 7.928 / 7.930
SMILES string: C/C1=C/C=C\C=[N+](\[O-])O[C@H]1N

---

--- C ---
Here is one molecule with the formula C7H10N2O2 from the Open Molecules 2025 dataset. Energies are from ωB97M-V/def2-TZVPD.

Positions of all 21 atoms, in Å:
C 0.26180 -1.92838 0.25360
C 0.18803 -0.42976 -0.24874
O 0.73219 0.37769 0.71951
C 1.83917 1.15613 0.21067
C 3.16559 0.49973 -0.14411
O 3.73918 0.77221 -1.11815
N -1.18710 -0.06268 -0.28427
C -1.81331 1.02359 -0.75691
C -3.08968 1.09907 -0.19531
N -3.23511 -0.02511 0.63471
C -2.16492 -0.74745 0.48605
H -0.52543 -2.49738 -0.26704
H 0.11873 -2.01464 1.34706
H 1.24389 -2.27403 0.10273
H 0.67755 -0.34575 -1.24705
H 2.28195 1.79983 0.97588
H 1.33998 1.73600 -0.58165
H 3.63850 0.01260 0.80342
H -1.47102 1.78435 -1.40172
H -3.93126 1.72857 -0.19460
H -1.80874 -1.66459 0.90591

Computed properties:
Frontier orbital gap in eV: 9.313
SMILES string: C[C@H](OCC=O)n1ccnc1

---

Energies, relative to the best one, in hartree: A 0.0650; B 0.1526; C 0.0000.

---

--- A ---
Here is one molecule with the formula C20H30N2O3 from the Open Molecules 2025 dataset. Energies are from ωB97M-V/def2-TZVPD.

Positions of all 55 atoms, in Å:
C 6.80904 4.33644 1.30682
C 5.31146 4.55095 1.11988
C 4.45807 3.54562 1.89250
C 4.59436 2.11870 1.36190
N 3.64306 1.24011 2.00690
C 2.91657 0.33983 1.27818
O 2.95780 0.31003 0.06243
N 2.16164 -0.55594 2.00896
C 1.57876 -0.25931 3.29957
C 0.20729 0.39984 3.12331
C -0.70879 -0.51985 2.32088
C -0.05555 -0.88853 0.97935
C -0.92230 -1.92728 0.28896
O -0.85282 -3.09846 0.59795
C -1.86804 -1.46447 -0.75369
C -2.37873 -2.42203 -1.62797
C -3.27602 -2.08862 -2.62706
C -3.78973 -3.13379 -3.57051
C -3.68975 -0.75760 -2.73681
O -4.57662 -0.39382 -3.73771
C -5.93420 -0.51110 -3.36910
C -3.18787 0.22249 -1.87482
C -3.62560 1.65066 -2.00877
C -2.27747 -0.14171 -0.89578
C 1.34014 -1.47262 1.24517
H 7.12355 3.38681 0.88282
H 7.06750 4.34710 2.36376
H 7.36639 5.12806 0.81144
H 5.06537 4.48725 0.05826
H 5.05412 5.55674 1.46042
H 4.73709 3.56891 2.94946
H 3.40856 3.83854 1.81805
H 4.36995 2.08539 0.29351
H 5.61479 1.74899 1.51616
H 3.79253 1.07339 2.98751
H 2.22985 0.38551 3.88976
H 1.46305 -1.20760 3.83601
H -0.23201 0.60758 4.10043
H 0.33652 1.34717 2.59450
H -1.67435 -0.03844 2.15059
H -0.88740 -1.43927 2.88414
H 0.06138 0.00095 0.35727
H -2.04969 -3.44453 -1.51515
H -3.00244 -3.84450 -3.80961
H -4.61220 -3.68615 -3.11454
H -4.14635 -2.67257 -4.48819
H -6.17753 0.14522 -2.52640
H -6.19025 -1.54078 -3.09867
H -6.51256 -0.21059 -4.24115
H -4.00572 1.83507 -3.01018
H -4.41540 1.87494 -1.29053
H -2.79336 2.32302 -1.81418
H -1.90824 0.62560 -0.23296
H 1.84516 -1.66677 0.29826
H 1.24548 -2.40828 1.80263

Computed properties:
Frontier orbital gap in eV: 9.319
SMILES string: CCCCNC(=O)N1CCC[C@H](C(=O)c2cc(C)c(OC)c(C)c2)C1

---

--- B ---
Here is C20H30N2O3 as an isolated structure from the Open Molecules 2025 dataset. Energies are from ωB97M-V/def2-TZVPD.

Positions of all 55 atoms, in Å:
C -1.55012 2.84562 1.10168
O -0.91714 3.67610 0.34424
C 0.42778 3.71053 0.59331
C 1.33777 2.68492 0.14309
N 1.65533 3.11205 -1.13007
C 2.85097 2.16186 -1.78129
C 2.40043 0.78013 -2.06332
H 1.75611 0.28108 -1.30519
H 2.92502 0.14380 -2.66924
C 1.02650 0.84596 -3.10087
C 0.07203 1.80007 -2.79558
C 0.66203 3.24506 -2.36057
H -0.14205 3.94446 -1.64321
H 1.16106 3.55795 -3.17678
H -0.56439 1.47534 -1.72760
H -0.60291 2.06816 -3.31570
O 0.50419 -0.37478 -3.35383
C -0.05095 -1.09742 -2.47721
C 0.48222 -2.18764 -1.87553
C 0.08001 -2.86511 -0.86235
C -1.45644 -2.57616 -0.58612
C -1.92862 -1.72895 -1.40898
C -1.44448 -1.03242 -2.36990
H -1.88106 -0.28790 -2.89710
H -3.39690 -1.61349 -1.31662
C -2.14834 -3.55550 0.47167
O -3.12581 -4.03208 0.35960
N -1.60556 -3.60345 1.56080
C -0.40878 -2.59482 2.25423
C -0.89364 -2.51169 3.75943
H -1.77937 -1.76440 3.68240
C -1.60506 -3.77796 4.02028
H -0.67324 -4.60128 4.20705
C -2.25016 -4.17225 2.85710
H -3.27743 -3.91068 2.82693
H -2.16978 -5.46258 2.38995
H -2.32759 -3.81582 4.87246
H 0.13739 -2.28814 4.36098
H 0.46680 -3.12550 2.12127
H -0.37486 -1.68672 1.54348
H 0.63879 -3.66376 -0.16060
H 1.89978 -2.22882 -2.11411
H 1.50165 1.32348 -4.10566
H 3.68465 2.09936 -1.07230
H 3.10864 2.64525 -2.88538
C 2.51653 2.44939 1.14261
H 2.26353 2.48311 2.19895
H 3.10731 1.56405 1.01885
H 3.16287 3.35917 0.80628
H 0.88101 1.84432 0.05144
H 0.82701 4.77768 0.13651
H 0.55068 3.91780 1.67041
H -2.80417 2.86795 0.73695
H -1.47475 3.12887 2.24873
H -1.23451 1.76580 1.07444

Computed properties:
Frontier orbital gap in eV: 8.819

---

--- C ---
Here is one molecule with the formula C20H30N2O3 from the Open Molecules 2025 dataset. Energies are from ωB97M-V/def2-TZVPD.

Positions of all 55 atoms, in Å:
C -9.13733 -0.25578 -0.51473
C -7.68083 -0.04529 -0.23019
C -6.97980 0.97308 -0.86453
C -5.64045 1.18496 -0.59692
C -4.96451 0.38667 0.31646
C -3.50039 0.58521 0.57951
C -2.67655 -0.36021 -0.31009
N -1.26411 -0.25723 -0.06229
C -0.49532 0.88878 -0.48500
C 0.96312 0.47658 -0.25243
C 1.81974 1.64227 0.24563
O 1.37725 2.75179 0.46391
N 3.10041 1.29177 0.45017
C 4.13334 2.22995 0.82087
C 5.32980 2.11902 -0.12419
C 6.04462 0.77379 0.00169
O 5.19748 -0.24945 -0.47853
C 5.78624 -1.53550 -0.60563
C 6.04019 -2.19671 0.75025
C 4.82136 -2.36760 -1.44514
C 0.86240 -0.65226 0.78118
C -0.57202 -1.15550 0.66435
O -1.01572 -2.17790 1.13895
C -5.66257 -0.63347 0.94863
C -7.00248 -0.84465 0.68001
H -9.72982 0.52078 -0.03010
H -9.47117 -1.22133 -0.14296
H -9.33203 -0.20378 -1.58443
H -7.49095 1.60625 -1.57623
H -5.11392 1.98386 -1.10030
H -3.21719 1.61842 0.37035
H -3.27036 0.36413 1.62346
H -2.87458 -0.14134 -1.36511
H -2.96000 -1.39513 -0.10131
H -0.70386 1.12172 -1.53298
H -0.72439 1.77600 0.11915
H 1.40454 0.09588 -1.17793
H 3.43936 0.38214 0.16657
H 3.69463 3.23003 0.77815
H 4.45758 2.03442 1.85065
H 4.98891 2.24257 -1.15290
H 6.04288 2.91127 0.10499
H 6.97431 0.78757 -0.58793
H 6.31017 0.59608 1.05371
H 6.74473 -1.43185 -1.14209
H 6.79018 -1.65349 1.31991
H 5.11768 -2.22905 1.32570
H 6.39527 -3.21197 0.59894
H 4.60656 -1.85570 -2.37930
H 3.88887 -2.51203 -0.90543
H 5.25605 -3.33823 -1.66389
H 1.56910 -1.46401 0.61844
H 1.00293 -0.27632 1.79728
H -5.15068 -1.26661 1.65899
H -7.52869 -1.64261 1.18466

Computed properties:
Frontier orbital gap in eV: 9.325
SMILES string: Cc1ccc(CCN2C[C@@H](C(=O)NCCCOC(C)C)CC2=O)cc1

---

Energies, relative to the best one, in hartree: A 0.0190; B 0.7425; C 0.0000.

---

--- A ---
Here is an isolated ion of composition C2H5NO2PS and charge -1 from the Open Molecules 2025 dataset. Energies are from ωB97M-V/def2-TZVPD.

Positions of all 12 atoms, in Å:
O 2.52498 -0.16469 -0.01603
C 1.26947 0.02678 -0.62158
C 0.11263 0.03907 0.55185
N -1.12424 -0.28014 0.09678
O -1.52869 0.81621 -0.72859
P -2.63005 0.54861 0.50641
S -4.15329 -0.57284 -0.11318
H 2.50258 -1.06444 0.28526
H 1.27309 1.00261 -0.96769
H 1.18218 -0.70520 -1.47602
H 0.40587 -0.68222 1.31917
H 0.16546 1.03625 1.16361

Computed properties:
Frontier orbital gap in eV: 6.972
Net charge: -1
SMILES string: OCCn1op1[S-]

---

--- B ---
Here is a 2-piece molecular cluster, C2H5NO2PS overall from the Open Molecules 2025 dataset. Energies are from ωB97M-V/def2-TZVPD.

Positions of all 12 atoms, in Å:
C 0.43433 -1.02801 -0.14612
C -0.40377 0.76371 0.49380
N 1.69280 -0.75374 -0.61321
O 1.84384 -0.72125 -2.06956
O 0.43148 1.78625 0.13287
P 2.83327 -1.85824 -1.28497
S 4.68243 -1.15309 -1.05601
H 0.40714 -1.59090 0.86449
H -0.26454 -1.55015 -0.94576
H -0.43821 0.45410 1.46750
H -1.23958 0.67035 -0.07188
H 1.24074 1.50450 -0.25682

Computed properties:
Frontier orbital gap in eV: 7.519
Net charge: -1

---

Energies, relative to the best one, in hartree: A 0.0000; B 0.0522.

---

--- A ---
Here is a 2-piece molecular cluster, C4H12NO2 overall from the Open Molecules 2025 dataset. Energies are from ωB97M-V/def2-TZVPD.

Positions of all 19 atoms, in Å:
C -0.52937 0.98030 0.67119
O 0.14789 0.28930 1.62953
C -0.27710 0.48891 -0.78288
C -1.53752 -0.17987 -1.39768
C -1.24067 -0.75862 -2.77150
N 0.83020 -0.48567 -0.81818
H -0.23019 2.04140 0.70736
H -1.63339 1.01104 0.81356
H -0.04953 1.24332 -1.55440
H -2.34204 0.56564 -1.45143
H -1.78558 -0.98034 -0.70756
H -0.82805 -0.01826 -3.43264
H -0.58888 -1.62042 -2.69240
H -2.14661 -1.14193 -3.21846
H 1.09453 -0.51772 0.17725
H 1.62347 -0.09373 -1.30804
H 2.06070 -0.94218 2.57865
H 1.48789 0.34242 2.88998
O 2.24052 -0.22189 3.19600

Computed properties:
Frontier orbital gap in eV: 7.176
Net charge: -1

---

--- B ---
Here is C4H12NO2 as an isolated structure from the Open Molecules 2025 dataset. Energies are from ωB97M-V/def2-TZVPD.

Positions of all 19 atoms, in Å:
C -0.37338 -1.22542 -1.08688
N -0.32004 -1.09236 0.36820
C -1.81997 0.88410 0.19563
C -0.58277 0.25342 0.86255
C 0.64962 1.16056 0.74934
O 1.81777 0.49523 1.15347
H -1.34082 -1.64228 -1.35401
H -0.23134 -0.31549 -1.67648
H 0.39467 -1.92665 -1.38274
H 0.65382 -1.30563 0.56582
H -2.36187 1.49249 0.88268
H -2.47100 0.13651 -0.22305
H -1.56837 1.52422 -0.67078
H -0.84718 0.15422 1.92356
H 0.53328 1.98241 1.47010
H 0.72271 1.51254 -0.27374
H 2.17838 -0.26477 0.37329
H 2.39789 -0.71973 -1.36470
O 2.56860 -1.10338 -0.51225

Computed properties:
Frontier orbital gap in eV: 7.883
Net charge: -1

---

Energies, relative to the best one, in hartree: A 0.0000; B 0.0082.